Density functional theory data (wB97M-V/def2-TZVPD) for 2 unconnected molecules or ions with the total composition C8H11N4OS.

The lowest unoccupied orbital energy (alpha / beta) is -5.28 / -5.32 eV. For the molecular weight, the calculation gives 211.27 g mol⁻¹. Its charge is +1. The value obtained for the electronic energy is -1003.50061 Ha.

XYZ file:
```
25
Properties=species:S:1:pos:R:3:forces:R:3
S 2.1080 -0.6663 -0.9217 2.01 -0.62 -0.42
O 2.3078 -1.6178 -3.3291 -0.91 0.24 0.67
N 1.6759 0.3572 2.0582 -3.72 0.04 -1.91
N 0.1916 -0.8700 -2.7932 -1.35 -1.25 -0.67
N -1.5430 0.5198 -0.0137 1.11 -0.38 -1.97
N -2.0417 -0.3283 -1.9903 -0.06 -0.85 -2.14
C -0.3419 0.1294 -0.5817 0.12 -0.59 -0.90
C -1.6992 1.2811 1.1604 0.51 0.25 0.50
C 2.7839 -0.3979 2.3528 1.39 -1.20 -1.33
C -0.3299 -1.3889 -4.0640 1.31 -2.80 0.05
C -2.4858 0.2313 -0.8850 1.20 -0.12 0.23
C 1.5033 -1.1552 -2.5611 1.35 0.43 0.64
C 0.9004 0.0028 -0.0654 0.24 0.84 2.62
C -0.7159 -0.4099 -1.9071 0.38 1.42 3.22
H 0.5849 -1.8577 -4.5980 -1.86 1.36 0.38
H 2.6792 -0.6663 3.4051 0.41 0.31 0.39
H -1.2793 2.3274 0.9886 -0.62 -1.44 0.80
H 3.7595 -0.0418 1.9863 -0.18 0.02 0.67
H 2.6193 -1.3753 1.9011 0.12 -0.42 -0.05
H -1.2396 0.6168 1.8945 0.25 1.09 0.76
H -0.8378 -0.5640 -4.4425 -0.66 1.07 -1.71
H -2.7608 1.2129 1.2868 -0.60 0.87 0.79
H -1.0628 -2.2186 -3.8967 0.58 0.76 0.12
H 1.8128 1.3382 1.9342 0.42 0.82 -0.47
H -3.4716 0.4369 -0.5948 -1.44 0.14 -0.28
```
Positions in Å, forces in eV/Å.